{
  "formula": "C46H59ClCsFN7O3P",
  "method": "the ωB97M-V functional and the def2-TZVPD basis",
  "charge": -2,
  "e_lumo_ev": 3.523,
  "symbols": ["Cs", "C", "C", "N", "C", "C", "N", "C", "C", "N", "C", "C", "N", "C", "C", "C", "C", "C", "C", "C", "N", "H", "H", "H", "H", "H", "H", "H", "H", "H", "H", "H", "H", "H", "H", "H", "H", "H", "H", "H", "H", "H", "H", "H", "Cl", "C", "C", "C", "C", "O", "C", "C", "N", "C", "C", "C", "C", "C", "C", "C", "C", "N", "C", "C", "H", "H", "H", "H", "H", "H", "H", "H", "H", "H", "F", "C", "P", "C", "C", "O", "H", "H", "H", "H", "H", "H", "H", "H", "H", "C", "C", "C", "C", "C", "C", "C", "C", "C", "C", "C", "C", "O", "H", "H", "H", "H", "H", "H", "H", "H", "H", "H", "H", "H", "H", "H", "H", "H", "H"],
  "coordinates": [[-1.465, 0.913, -1.860], [-0.707, 0.864, 5.244], [-0.663, 1.246, 3.780], [-0.254, 0.382, 2.955], [-0.222, 0.593, 1.520], [1.132, 0.166, 0.945], [2.273, 0.755, 1.626], [2.540, 2.136, 1.273], [3.296, 2.347, -0.048], [2.886, 3.588, -0.716], [1.666, 3.417, -1.510], [0.581, 4.457, -1.251], [-0.047, 4.157, 0.012], [-0.456, 5.020, 0.836], [-0.414, 6.519, 0.650], [-1.102, 4.454, 2.066], [-2.203, 5.042, 2.676], [-2.823, 4.353, 3.709], [-2.330, 3.121, 4.097], [-1.204, 2.612, 3.442], [-0.602, 3.293, 2.477], [-0.043, 0.016, 5.395], [-1.717, 0.564, 5.539], [-0.403, 1.693, 5.888], [-0.468, 1.606, 1.214], [-0.975, -0.088, 1.111], [1.116, 0.401, -0.133], [1.249, -0.912, 0.997], [3.079, 0.161, 1.463], [3.109, 2.608, 2.082], [1.588, 2.664, 1.226], [3.144, 1.466, -0.690], [4.370, 2.410, 0.148], [3.634, 3.910, -1.310], [1.226, 2.458, -1.224], [1.875, 3.385, -2.584], [-0.178, 4.308, -2.027], [0.977, 5.477, -1.344], [-1.163, 6.840, -0.077], [0.563, 6.820, 0.272], [-0.596, 7.043, 1.587], [-2.596, 5.987, 2.325], [-3.704, 4.763, 4.187], [-2.818, 2.550, 4.875], [-8.636, 2.165, 2.120], [-7.064, 1.887, 1.378], [-6.372, 2.959, 0.804], [-5.147, 2.754, 0.227], [-4.509, 1.463, 0.185], [-3.379, 1.295, -0.342], [-5.270, 0.383, 0.775], [-4.815, -0.996, 0.773], [-3.699, -1.431, 0.340], [-3.486, -2.804, 0.260], [-4.360, -3.629, -0.413], [-4.070, -4.994, -0.621], [-2.904, -5.538, -0.170], [-1.980, -4.731, 0.539], [-0.741, -5.226, 1.011], [0.097, -4.401, 1.698], [-0.323, -3.074, 1.945], [-1.447, -2.572, 1.504], [-2.271, -3.370, 0.782], [-6.521, 0.627, 1.355], [-6.816, 3.948, 0.821], [-4.602, 3.579, -0.218], [-5.539, -1.710, 1.202], [-5.258, -3.197, -0.837], [-4.777, -5.605, -1.171], [-2.661, -6.578, -0.355], [-0.463, -6.252, 0.796], [1.073, -4.729, 2.033], [0.302, -2.404, 2.526], [-7.069, -0.202, 1.793], [-0.826, 0.128, -4.072], [-1.469, 1.364, -6.141], [-0.252, 1.860, -4.865], [1.337, 0.958, -4.858], [0.386, 3.299, -5.892], [-0.702, 2.597, -3.625], [-0.926, 0.913, -6.976], [-1.972, 2.260, -6.508], [-2.187, 0.648, -5.758], [2.164, 1.616, -5.126], [1.286, 0.127, -5.562], [1.498, 0.531, -3.871], [0.813, 2.973, -6.847], [1.159, 3.823, -5.325], [-0.425, 4.004, -6.090], [3.295, -2.490, 3.045], [4.522, -2.964, 2.260], [5.406, -1.780, 1.853], [4.135, -3.819, 1.070], [4.503, -5.155, 1.037], [4.180, -5.989, -0.030], [3.463, -5.436, -1.089], [3.063, -4.110, -1.110], [2.253, -3.596, -2.286], [2.939, -2.440, -3.016], [0.844, -3.206, -1.845], [3.382, -3.233, -0.010], [3.031, -2.004, 0.004], [3.576, -1.823, 3.866], [2.758, -3.345, 3.467], [2.620, -1.950, 2.381], [5.116, -3.602, 2.928], [4.878, -1.166, 1.123], [6.331, -2.134, 1.391], [5.666, -1.167, 2.723], [5.066, -5.556, 1.878], [4.475, -7.032, -0.037], [3.194, -6.066, -1.935], [2.161, -4.436, -2.987], [3.095, -1.615, -2.319], [2.322, -2.086, -3.848], [3.911, -2.750, -3.409], [0.911, -2.408, -1.109], [0.347, -4.059, -1.377], [0.228, -2.864, -2.682]],
  "forces_ev_per_a": [[0.6030, -0.8830, 2.0297], [0.0129, 0.0044, -0.0302], [-0.0825, -0.0541, -0.0119], [0.0984, 0.1352, 0.1444], [0.0548, -0.1647, -0.1338], [-0.1111, -0.0379, 0.0669], [0.0070, -0.0430, 0.0558], [0.0356, 0.0288, 0.0314], [0.0447, -0.0127, -0.0019], [-0.0803, 0.0618, 0.0333], [-0.0546, 0.0283, 0.0998], [-0.0417, -0.0375, -0.0719], [0.0731, -0.0331, 0.0514], [-0.0689, 0.0286, -0.0652], [0.0349, -0.0043, 0.0045], [0.0018, -0.0019, 0.0406], [-0.0250, -0.0297, 0.0086], [0.0023, 0.0155, -0.0159], [0.0116, -0.0249, -0.0237], [-0.0803, -0.0191, 0.0173], [0.0868, 0.0810, 0.0424], [-0.0104, -0.0109, -0.0023], [0.0029, 0.0215, 0.0022], [0.0055, -0.0069, -0.0117], [0.0142, -0.0157, -0.0280], [-0.0389, -0.0036, -0.0013], [0.0282, -0.0096, -0.0619], [-0.0119, -0.0490, 0.0125], [-0.0281, -0.0048, -0.0337], [-0.0171, 0.0523, -0.0023], [-0.0476, 0.0135, -0.0171], [-0.0158, 0.0098, -0.0038], [0.0112, -0.0344, 0.0043], [0.0435, 0.0202, -0.0597], [-0.0203, -0.0344, -0.2239], [0.0033, -0.0531, 0.0029], [0.0190, 0.0383, -0.0190], [0.0318, -0.0060, 0.0696], [0.0026, -0.0029, 0.0023], [-0.0025, 0.0073, -0.0091], [-0.0009, -0.0024, 0.0122], [0.0053, -0.0006, -0.0070], [0.0006, -0.0058, -0.0046], [0.0056, -0.0001, -0.0020], [-0.0134, 0.0029, 0.0034], [0.0058, -0.0094, 0.0058], [-0.0028, 0.0016, 0.0103], [0.0445, -0.0001, 0.0479], [-0.0441, -0.2234, 0.0943], [-1.6519, 0.6193, 1.0701], [0.0080, 0.0333, -0.0092], [0.0256, 0.0006, 0.0550], [0.1009, -0.0475, -0.0350], [-0.0128, -0.0578, -0.0198], [0.0173, 0.0239, 0.0112], [-0.0183, -0.0206, -0.0234], [0.0032, -0.0162, -0.0072], [-0.0011, -0.0078, 0.0026], [-0.0259, 0.0021, -0.0194], [0.0216, 0.0098, 0.0303], [-0.0191, 0.0585, -0.0277], [0.0146, 0.0549, 0.0235], [-0.0425, 0.0210, -0.0362], [0.0176, 0.0085, -0.0103], [0.0036, 0.0005, -0.0013], [0.0001, -0.0057, 0.0024], [-0.0007, 0.0045, -0.0105], [0.0086, -0.0005, -0.0028], [0.0002, 0.0009, 0.0029], [-0.0011, 0.0013, 0.0022], [0.0013, -0.0009, -0.0003], [0.0136, 0.0061, -0.0157], [0.0241, 0.0383, -0.0134], [0.0010, 0.0060, -0.0047], [0.3991, -0.4790, -1.6818], [0.0370, -0.0019, 0.0038], [0.2026, 0.2600, -0.4853], [0.0063, 0.0014, -0.0196], [0.0097, 0.0057, 0.0345], [0.3132, 0.7387, -1.0222], [-0.0030, -0.0066, 0.0088], [0.0140, 0.0021, -0.0055], [0.0073, 0.0090, 0.0127], [-0.0030, -0.0057, -0.0014], [0.0015, 0.0025, 0.0064], [-0.0031, 0.0041, -0.0013], [-0.0052, 0.0047, -0.0015], [0.0084, -0.0135, -0.0103], [0.0067, -0.0017, 0.0093], [0.0033, -0.0006, -0.0319], [-0.0034, -0.0208, -0.0163], [0.0193, -0.0024, 0.0048], [-0.0434, 0.0435, 0.0153], [-0.0037, -0.0213, -0.0069], [-0.0096, -0.0072, 0.0208], [-0.0288, -0.0068, 0.0192], [0.0042, -0.0006, 0.0302], [0.0701, -0.0409, 0.0519], [-0.0053, 0.0449, 0.0122], [-0.1493, -0.0601, -0.0032], [0.1153, 0.0614, -0.0450], [0.0119, -0.1294, 0.0341], [-0.0055, -0.0094, -0.0054], [-0.0020, 0.0046, -0.0019], [0.0204, 0.0037, 0.0424], [0.0060, -0.0024, 0.0044], [0.0119, -0.0091, 0.0113], [-0.0035, 0.0026, 0.0050], [-0.0062, -0.0068, -0.0095], [-0.0007, -0.0006, -0.0037], [0.0041, 0.0084, -0.0005], [0.0076, 0.0040, -0.0023], [0.0108, 0.0261, -0.0387], [0.0028, -0.0202, -0.0139], [0.0068, -0.0250, -0.0055], [0.0000, 0.0039, 0.0016], [-0.0315, 0.1330, 0.1073], [-0.0328, 0.0236, -0.0038], [0.0595, 0.0196, -0.0336]],
  "mulliken_charge": [1.519, -1.993, 0.713, -0.151, -0.197, 1.943, -0.264, 0.052, -0.838, -0.413, 0.455, -1.335, 0.119, 0.836, -1.898, 0.439, -1.068, -0.540, -0.939, 1.176, -0.086, 0.408, 0.308, 0.431, 0.205, -0.407, -0.780, -1.081, 0.311, 0.423, -0.415, 0.269, 0.436, 0.365, -0.435, 0.378, 0.406, 0.351, 0.297, 0.434, 0.515, 0.391, 0.425, 0.291, -0.311, 0.160, -0.523, -0.612, -0.408, -0.230, 0.851, -0.428, 0.101, -0.252, -0.248, -0.674, -0.988, 1.724, -1.195, -0.359, -0.381, -0.237, -0.241, -0.976, 0.377, 0.426, 0.278, 0.557, 0.354, 0.373, 0.308, 0.185, 0.860, 0.364, -0.791, -1.426, 1.665, -0.949, -1.616, -1.042, 0.342, 0.388, 0.292, 0.471, 0.373, -0.023, 0.372, 0.379, 0.390, -0.992, 0.471, -1.572, 0.583, -0.684, -1.141, -0.839, 0.583, 0.401, -1.332, -0.731, 0.181, -0.294, 0.477, 0.326, -0.138, 0.466, 0.108, 0.407, 0.446, 0.290, 0.328, 0.307, 0.493, 0.018, 0.358, 0.370, -0.276, 0.114, 0.541]
}